This record from the Open Molecules 2025 dataset describes a 2-piece molecular cluster, C25H25N3O3 overall in a non-equilibrium geometry. The level of theory is ωB97M-V/def2-TZVPD.

Results
ΔE to the lowest compared entry with this formula, charge and spin	155.8	kcal/mol
LUMO	-1.3654	eV
orbital gap	5.343	eV
charge	0

Geometry as XYZ:
```
56
Properties=species:S:1:pos:R:3:forces:R:3:nbo_charge:R:1
C 0.746 2.758 5.574 0.0 0.0 0.1 -0.401
H -2.037 0.414 1.857 0.5 0.3 0.1 0.231
C -4.235 0.037 -2.071 0.2 -0.2 0.0 0.232
C 3.113 1.064 3.216 0.7 -0.1 0.1 -0.433
C 5.292 -1.875 -1.653 -0.3 0.4 0.1 -0.090
H 3.806 1.622 2.577 -0.1 -0.2 0.0 0.234
H -5.982 -1.939 -3.722 0.1 0.2 0.1 0.192
H -3.770 -2.647 -3.585 0.2 0.1 -0.1 0.229
H 3.582 0.103 3.462 -0.1 0.2 -0.2 0.236
H 2.117 -0.002 0.704 -0.3 0.0 0.0 0.248
C 1.757 0.889 2.587 -0.6 -0.1 -0.3 -0.107
H -3.290 -1.325 -4.685 0.1 -0.2 0.2 0.229
H 5.455 0.260 -1.647 -0.4 -0.1 0.0 0.234
C -3.221 -0.804 -2.590 0.1 0.5 0.7 -0.005
H -1.193 -1.463 -2.354 -0.1 0.1 0.1 0.238
C 3.099 -2.856 -1.490 0.1 0.8 0.3 -0.321
H -6.887 1.248 -3.263 0.0 0.0 0.1 0.196
O 1.304 -1.513 -0.759 2.1 -0.9 -1.1 -0.781
C 0.793 1.454 3.452 0.3 0.2 0.0 0.282
N 6.699 -2.129 -1.769 1.7 -0.6 -0.2 0.510
H -5.509 -0.623 -4.800 0.1 0.0 0.2 0.191
H -0.300 2.912 5.303 0.2 0.1 0.2 0.212
C 2.497 -1.551 -1.244 0.4 -1.0 0.4 0.426
C -6.642 0.528 -2.470 0.1 0.0 -0.1 -0.399
C 4.746 -0.567 -1.581 0.7 -0.9 -0.2 -0.142
H 1.235 3.731 5.716 -0.2 -0.1 -0.1 0.206
C -3.800 -1.566 -3.745 -0.3 -0.4 -0.6 -0.446
H 4.925 -3.977 -1.672 -0.2 0.1 0.0 0.242
O 7.524 -1.187 -1.813 -1.5 -1.2 0.1 -0.430
C -1.978 -0.797 -2.002 -0.1 0.3 0.1 -0.137
H 3.177 1.302 5.411 -0.1 0.1 -0.1 0.198
C -2.701 1.015 -0.493 0.5 -1.0 0.1 -0.116
H 2.468 -3.732 -1.420 -0.1 0.1 0.0 0.212
H -6.545 1.058 -1.523 -0.3 -0.1 -0.1 0.210
C 4.454 -3.001 -1.612 0.0 0.1 -0.2 -0.149
C -1.690 0.072 -0.889 -1.1 0.3 -0.4 -0.203
N -5.402 -0.152 -2.742 -0.3 0.2 0.3 -0.387
C -0.377 0.012 -0.335 -0.5 2.1 0.6 0.138
C -0.020 0.335 1.001 -0.4 -0.5 0.0 -0.210
H -4.777 1.576 -0.688 0.1 0.3 0.1 0.215
H -7.468 -0.192 -2.406 0.1 0.1 0.1 0.204
O 7.069 -3.334 -1.826 -0.4 2.1 0.1 -0.440
H 2.977 0.610 -1.345 0.0 -0.2 0.0 0.203
C 1.359 0.376 1.381 0.6 0.3 0.2 -0.017
C 2.842 1.853 4.522 0.3 -0.2 -0.3 -0.198
C -3.977 0.938 -1.025 0.0 -0.1 -0.4 -0.317
C -5.284 -1.099 -3.835 0.4 -0.2 0.0 -0.194
H -2.452 1.819 0.211 -0.1 -0.5 -0.3 0.223
C 3.385 -0.399 -1.430 -0.5 -0.5 0.3 -0.389
H 3.362 2.820 4.527 -0.2 0.0 0.0 0.196
N 1.401 2.022 4.525 -0.8 0.0 -0.2 -0.366
H 0.424 -0.142 -1.061 -0.4 0.1 0.7 0.291
C -0.981 0.666 2.018 0.3 0.4 -0.5 -0.083
H -1.300 1.808 3.825 -0.1 -0.4 0.0 0.216
C -0.584 1.355 3.148 -0.1 -0.1 0.3 -0.316
H 0.797 2.216 6.528 -0.1 0.1 -0.2 0.203
```
Forces are in eV/Å.

***

This record from the Open Molecules 2025 dataset describes one molecule with the formula C12H22N2O5. The level of theory is ωB97M-V/def2-TZVPD.

Results
ΔE to the lowest compared entry with this formula, charge and spin	0.5	kcal/mol
LUMO	0.7297	eV
orbital gap	10.352	eV
SMILES	CCOC(=O)CCCCC(=O)N[C@@H](CO)C(=O)NC
charge	0

Geometry as XYZ:
```
41
Properties=species:S:1:pos:R:3:forces:R:3:nbo_charge:R:1
C -0.094 3.404 -0.109 0.0 -0.1 0.2 -0.391
H 3.407 -0.207 -1.121 0.0 0.0 0.1 0.229
C -1.324 1.176 -0.136 -0.2 0.2 0.2 -0.513
C 2.925 -0.474 -0.174 0.1 -0.2 0.1 -0.168
H -2.210 3.111 0.084 0.0 0.0 0.1 0.215
C -3.411 -2.508 0.983 0.0 0.3 -0.2 -0.635
H 2.687 -1.957 1.913 0.1 0.1 0.0 0.501
H -3.187 -1.974 1.903 0.0 0.0 0.1 0.222
N 1.080 -1.241 -1.511 -0.2 0.1 -0.4 -0.609
H -0.468 0.607 0.236 0.0 -0.1 -0.1 0.231
H -4.219 -3.209 1.172 -0.1 -0.1 0.0 0.217
O 1.682 -2.507 0.269 0.0 -0.4 0.3 -0.670
O 3.356 -1.269 2.071 -0.3 -0.1 0.5 -0.738
C 3.952 -1.018 0.830 0.0 0.0 -0.6 -0.061
H 0.028 -3.005 -1.378 -0.1 0.0 -0.1 0.230
H -4.089 -2.043 -1.026 0.0 0.1 0.1 0.188
C -0.031 -2.065 -1.926 -0.2 -0.2 0.0 -0.434
H 4.736 -0.275 1.001 -0.1 -0.1 -0.1 0.185
H -0.214 4.442 0.203 0.0 0.0 -0.1 0.212
H -0.066 3.377 -1.200 0.0 0.1 0.0 0.223
O -2.750 -0.655 -0.451 0.1 -0.1 -0.2 -0.520
H 1.213 -0.340 -1.962 0.1 -0.1 0.2 0.436
H 2.374 0.780 1.400 -0.1 0.1 -0.1 0.421
C 1.720 1.664 -0.352 0.2 0.1 0.5 0.699
C -1.295 2.606 0.396 0.1 0.0 -0.2 -0.391
H -1.277 1.165 -1.226 0.1 -0.1 0.0 0.235
H 2.006 3.650 0.279 0.1 -0.1 0.1 0.241
N 2.323 0.719 0.393 0.2 -0.2 0.2 -0.610
O -3.277 0.748 1.222 -0.1 0.0 0.1 -0.602
H -2.527 -3.060 0.671 0.1 -0.1 0.0 0.213
H -1.296 2.581 1.488 -0.1 0.0 0.0 0.210
H 1.177 2.656 1.484 0.1 0.0 0.1 0.209
C -2.560 0.431 0.311 0.3 0.2 -0.1 0.808
O 1.598 1.548 -1.561 -0.1 0.2 -0.4 -0.675
C 1.830 -1.528 -0.444 0.4 0.6 -0.2 0.671
C -3.829 -1.525 -0.100 -0.4 -0.2 0.3 -0.076
H 4.408 -1.926 0.414 0.0 0.1 0.0 0.180
C 1.244 2.879 0.418 -0.2 0.2 -0.4 -0.498
H -4.675 -0.919 0.239 0.1 -0.1 -0.1 0.201
H -0.982 -1.579 -1.705 0.0 -0.1 0.0 0.216
H 0.036 -2.261 -2.996 0.0 0.0 0.0 0.198
```
Forces are in eV/Å.

***

This record from the Open Molecules 2025 dataset describes a 2-piece molecular cluster, CH3NO4 overall in a non-equilibrium geometry. The level of theory is ωB97M-V/def2-TZVPD.

Results
ΔE to the lowest compared entry with this formula, charge and spin	77.9	kcal/mol
LUMO	0.4900	eV
orbital gap	11.152	eV
SMILES	O=[N+]([O-])O.C=O
charge	0

Geometry as XYZ:
```
9
Properties=species:S:1:pos:R:3:forces:R:3:nbo_charge:R:1
C 3.016 -0.445 -0.019 1.7 1.6 2.1 0.281
H 2.606 -1.408 -0.148 0.0 -1.8 -0.6 0.121
O -3.715 -0.518 0.024 -0.6 -1.2 0.1 -0.329
N -2.921 0.343 -0.063 2.8 -2.0 0.3 0.764
O -1.575 -0.106 -0.088 1.6 -1.7 0.3 -0.622
O 2.251 0.479 -0.013 0.2 0.5 -0.3 -0.509
H 4.142 -0.324 0.370 -1.9 -0.3 -1.1 0.109
H -0.783 0.502 0.112 -2.5 -0.1 -0.4 0.518
O -3.022 1.477 -0.176 -1.2 5.0 -0.3 -0.333
```
Forces are in eV/Å.

***

This record from the Open Molecules 2025 dataset describes C25H26AsN4O5PbS5 as an isolated structure in a non-equilibrium geometry. The level of theory is ωB97M-V/def2-TZVPD.

Results
ΔE to the lowest compared entry with this formula, charge and spin	27.9	kcal/mol
LUMO	1.8367	eV
orbital gap	5.687	eV
charge	-1

Geometry as XYZ:
```
67
Properties=species:S:1:pos:R:3:forces:R:3:nbo_charge:R:1
C 3.444 -3.980 4.037 0.3 0.1 2.2 -0.202
H 3.299 -3.007 5.957 0.1 -0.5 1.3 0.212
C 2.135 -2.020 4.526 -0.2 -0.7 0.5 -0.180
H -0.078 2.422 4.767 -0.5 -0.7 -0.8 0.246
C -1.828 1.058 4.572 1.3 0.1 -1.6 0.346
As -1.053 -1.135 -6.125 -0.5 0.0 2.1 0.638
H -2.272 3.461 -4.822 -0.4 -0.3 0.5 0.193
S 0.273 0.867 -5.972 -1.2 0.1 -0.9 -0.370
H -3.834 5.154 -2.041 0.3 1.0 -0.3 0.191
C 0.867 2.326 2.150 0.9 0.4 -0.7 0.737
H 3.661 -4.547 2.041 -0.4 0.2 -0.1 0.231
Pb -0.285 0.631 -0.398 -0.9 0.0 -0.6 1.554
H -3.415 2.139 -4.708 0.2 -0.2 0.1 0.211
O 1.592 2.898 2.967 -0.1 -0.1 -0.7 -0.660
H 4.713 -2.153 1.111 -0.1 0.0 -1.3 0.238
C 2.914 -3.075 4.983 0.5 0.6 -2.1 -0.205
H 2.156 -4.252 -1.654 0.8 0.5 0.2 0.243
C -0.665 1.740 4.103 -0.7 0.1 0.0 -0.311
C 5.416 -3.203 -2.114 -2.2 -1.0 -1.0 -0.194
C 4.554 -2.532 0.069 0.8 -0.1 0.1 -0.213
H -3.296 -0.458 3.902 -0.3 0.1 0.4 0.266
C -3.096 4.556 -2.564 0.1 -0.1 0.1 -0.264
H -2.828 3.918 -0.458 0.0 0.1 0.1 0.189
C 3.308 -3.002 -0.309 -0.4 0.1 0.5 -0.238
N -0.986 0.835 1.891 -0.9 -0.7 0.8 -0.565
C 2.346 -2.811 2.294 -1.0 0.5 -0.9 -0.196
C -2.489 0.211 3.666 0.8 -0.2 -0.7 -0.290
H 6.636 -2.371 -0.573 -0.6 0.1 -0.1 0.219
H -1.817 1.100 -3.457 0.2 -0.1 0.5 0.264
S -2.436 -1.078 -4.445 0.9 -0.2 -1.6 -0.742
C -2.871 2.860 -4.093 0.5 -0.4 -1.8 -0.264
C -2.007 0.076 2.352 0.6 1.5 0.5 0.145
C 5.616 -2.675 -0.861 0.4 0.6 1.2 -0.212
H 1.710 -1.337 5.236 0.0 0.4 0.2 0.217
H 6.114 -3.190 -2.946 0.4 0.0 0.6 0.225
H 1.027 -1.161 2.894 1.0 -0.5 0.0 0.256
N -2.426 2.288 -1.698 -1.0 -0.1 -0.7 -0.452
H 2.076 -0.400 0.709 0.6 0.2 0.1 0.376
C -4.718 2.874 -2.593 -0.3 -0.2 -1.4 -0.263
N 1.369 -1.007 0.321 0.5 -2.1 0.5 -1.193
O -3.563 -1.539 1.825 0.0 -0.2 -0.3 -0.671
C -1.875 2.132 -3.112 -2.8 0.5 0.1 -0.302
H -1.328 3.893 -1.372 1.2 1.0 0.1 0.202
H -0.944 2.629 -3.227 1.1 0.2 0.5 0.199
C 1.799 -1.909 3.191 -0.9 0.3 -0.3 -0.227
H 4.146 -4.752 4.353 -0.2 0.1 0.0 0.214
C 3.142 -3.784 -1.439 -0.6 0.2 -1.4 -0.209
H -5.340 3.547 -2.037 -0.1 0.6 0.7 0.180
C -2.675 -0.839 1.343 -0.6 -0.3 -0.3 0.729
C -0.339 1.629 2.734 -0.1 -0.2 1.0 0.126
C 4.153 -3.818 -2.399 0.9 -0.2 0.8 -0.182
H -1.654 1.607 6.419 -0.4 -0.2 -0.7 0.487
C 3.157 -3.864 2.724 0.0 0.2 -1.7 -0.231
H 4.008 -4.423 -3.299 0.1 0.5 0.2 0.228
H -4.352 1.996 -0.707 0.4 -0.5 0.6 0.201
S 1.623 -0.170 -4.899 1.9 1.1 1.3 -0.080
H -5.465 2.337 -3.204 0.6 -0.1 0.0 0.202
C -2.372 3.740 -1.429 -0.7 -1.1 -0.8 -0.258
C -3.902 1.905 -1.683 1.0 0.5 -1.8 -0.256
S 1.754 -2.584 0.536 0.4 0.9 0.7 1.097
O 1.029 2.203 0.858 -0.2 0.1 1.7 -0.834
N -3.884 3.733 -3.505 0.8 -1.2 2.3 -0.401
O -2.293 -0.750 0.128 0.5 0.2 0.7 -0.782
H -2.368 5.054 -3.228 -0.3 0.5 0.7 0.200
S 0.970 -2.062 -4.995 -1.2 -1.1 -0.8 -0.392
O -2.294 1.168 5.826 0.1 0.1 0.8 -0.656
H -3.960 0.902 -2.117 -0.1 0.0 0.5 0.230
```
Forces are in eV/Å.

***

This record from the Open Molecules 2025 dataset describes a 2-piece molecular cluster, C2H8O2 overall. The level of theory is ωB97M-V/def2-TZVPD.

Results
ΔE to the lowest compared entry with this formula, charge and spin	13.9	kcal/mol
⟨S²⟩	0.755
LUMO (alpha / beta)	-3.8118 / -10.1472	eV
orbital gap (alpha / beta)	11.673 / 4.680	eV
charge	+1
2S+1	2

Geometry as XYZ:
```
12
Properties=species:S:1:pos:R:3:forces:R:3:mulliken_spin:R:1
H 0.940 -0.882 -0.474 0.3 -0.2 0.2 0.140
H 0.680 1.768 2.228 0.1 0.1 -0.1 0.004
H 0.367 1.600 -0.228 0.0 0.0 0.2 -0.005
H -0.732 -0.897 -0.947 -0.2 -0.3 -0.2 -0.008
C -0.231 1.632 1.651 -0.7 -0.5 0.1 0.004
C 0.146 -1.539 -0.953 -0.8 0.3 -0.2 0.103
H -0.926 0.990 2.188 0.2 0.0 0.2 -0.001
O 0.532 -2.009 -2.167 -0.1 0.0 0.1 0.553
H 0.086 -2.429 -0.295 0.4 0.2 0.4 0.099
H -0.102 -1.773 -2.878 0.2 0.2 0.0 -0.017
O -0.008 0.963 0.398 0.2 0.1 -0.5 0.116
H -0.753 2.575 1.478 0.3 0.1 0.0 0.012
```
Forces are in eV/Å.

***

This record from the Open Molecules 2025 dataset describes one molecule with the formula C6H8O3 in a non-equilibrium geometry. The level of theory is ωB97M-V/def2-TZVPD.

Results
ΔE to the lowest compared entry with this formula, charge and spin	51.2	kcal/mol
LUMO	0.6871	eV
orbital gap	9.423	eV
SMILES	C[C@@H]1C=CO[C@@]1(O)C=O
charge	0

Geometry as XYZ:
```
17
Properties=species:S:1:pos:R:3:forces:R:3:nbo_charge:R:1
O 2.452 0.001 -1.363 -0.9 -0.8 0.3 -0.485
C -1.283 0.995 -1.177 1.4 -0.6 -0.3 0.114
C -0.649 1.519 -0.150 -1.6 3.6 1.7 -0.276
C 1.594 -0.833 -1.243 -1.4 0.1 0.3 0.431
H -1.407 -0.084 1.762 1.0 -0.4 0.9 0.221
H -1.982 1.244 -1.932 -0.7 1.0 -0.1 0.212
O -0.749 -0.221 -1.526 0.4 -2.2 0.5 -0.522
C 0.164 -0.672 -0.477 2.1 2.9 -0.4 0.411
H 1.180 0.971 0.758 0.7 -0.3 -0.7 0.233
H 0.334 -0.786 2.069 -0.3 -1.1 0.9 0.223
H 1.627 -1.853 -1.697 0.5 0.1 -0.1 0.087
O -0.210 -1.840 0.155 0.0 1.4 0.1 -0.672
C -0.308 0.044 1.906 0.0 2.5 -1.3 -0.594
H -0.866 2.579 0.331 0.4 -2.5 -1.2 0.230
H -0.110 -2.467 -0.525 -0.1 -2.0 -1.1 0.474
C 0.222 0.532 0.516 -0.6 -0.9 0.7 -0.293
H -0.010 0.870 2.593 -0.8 -0.7 -0.1 0.206
```
Forces are in eV/Å.

***

This record from the Open Molecules 2025 dataset describes an isolated ion of composition C25H32FN4O3S2 and charge +1 in a non-equilibrium geometry. The level of theory is ωB97M-V/def2-TZVPD.

Results
ΔE to the lowest compared entry with this formula, charge and spin	4.2	kcal/mol
LUMO	-3.1784	eV
orbital gap	8.117	eV
charge	+1

Geometry as XYZ:
```
67
Properties=species:S:1:pos:R:3:forces:R:3:nbo_charge:R:1
H 1.729 1.112 6.142 0.0 0.0 0.0 0.205
N 0.026 -1.052 1.343 0.0 -0.2 0.0 -0.438
C 0.443 -0.401 -1.664 -0.3 0.0 0.1 -0.135
C 0.618 -4.497 6.134 -0.2 -0.1 0.0 -0.253
C -0.512 1.072 -3.293 0.1 0.0 -0.5 -0.275
H 1.147 4.895 -3.623 0.0 -0.1 0.1 0.206
C 1.112 -0.087 1.410 0.2 0.4 0.2 -0.227
C 1.305 0.285 5.565 -0.1 0.0 0.1 -0.424
C -0.136 -1.937 2.365 -0.1 -0.3 0.1 0.305
H 1.968 -2.898 5.700 0.1 0.1 0.1 0.220
H 2.969 1.172 2.858 0.0 0.0 0.1 0.211
H 3.472 -1.153 5.440 0.0 0.0 0.0 0.207
C -0.524 -5.185 5.721 0.0 0.3 -0.3 0.414
H -2.152 6.082 -5.274 0.0 0.0 0.1 0.226
S -0.376 1.943 -4.873 -0.1 0.0 0.9 2.349
C -0.437 5.479 -6.441 0.1 0.3 0.1 -0.410
H -0.776 6.250 -7.135 0.0 -0.1 0.0 0.220
H -2.100 -5.399 4.282 -0.1 -0.1 0.0 0.252
N 0.691 -2.017 3.397 -0.2 0.3 -0.6 -0.560
C -1.156 5.672 -5.104 0.1 -0.3 -0.1 -0.415
H -1.583 4.599 -3.276 0.0 0.0 -0.1 0.185
C 2.043 1.138 3.435 -0.3 0.2 -0.2 -0.216
H -2.149 3.791 -4.757 -0.1 0.2 0.1 0.237
N -0.185 3.492 -4.351 -0.2 -0.9 -0.7 -0.708
C 0.539 0.282 -2.863 0.1 0.0 -0.1 -0.219
N 2.097 0.004 4.368 0.2 0.1 0.0 -0.471
C 1.077 -3.424 5.402 -0.1 0.1 -0.1 -0.216
C 3.472 -0.329 4.730 0.2 0.0 0.0 -0.412
H 1.271 -0.598 6.201 0.0 0.0 0.0 0.214
H 2.035 -0.630 1.632 0.0 0.0 -0.1 0.209
H 1.626 3.502 -6.294 0.1 0.1 0.0 0.227
C -0.923 -1.100 0.318 -0.2 -0.1 -0.1 0.705
C -1.332 4.368 -4.321 -0.6 0.3 0.2 -0.221
C -1.782 0.492 -1.352 0.2 0.0 0.1 -0.149
H -0.705 4.508 -6.864 -0.1 0.0 -0.2 0.207
H 0.716 1.967 1.973 -0.1 0.0 0.0 0.240
C 1.082 5.588 -6.312 0.0 -0.3 -0.1 -0.393
O 0.821 1.466 -5.494 0.1 0.1 0.2 -0.931
H 1.240 -1.064 -1.359 0.1 0.0 0.0 0.214
H 1.326 6.490 -5.745 0.0 0.1 0.0 0.191
H -2.488 1.772 -2.926 -0.2 0.1 0.0 0.246
C -1.671 1.180 -2.547 -0.1 0.0 0.0 -0.189
C -1.227 -4.842 4.582 0.1 -0.1 0.2 -0.257
H 3.989 0.518 5.190 0.0 0.0 0.0 0.202
S -1.420 -3.088 2.372 0.2 -0.4 0.7 0.593
H -2.688 0.542 -0.769 -0.1 0.0 0.0 0.235
H 2.805 4.572 -5.533 0.1 -0.1 0.0 0.212
H 1.407 0.193 -3.496 0.1 -0.1 0.0 0.257
F -0.944 -6.216 6.454 0.0 -0.1 0.0 -0.297
H 1.779 3.248 -3.825 0.1 0.2 0.1 0.210
C 1.157 4.023 -4.282 0.7 -0.2 -0.2 -0.219
H 0.287 0.546 5.284 -0.1 0.0 0.0 0.211
C -0.717 -0.285 -0.895 0.1 0.2 -0.5 -0.187
C -0.757 -3.764 3.850 0.5 0.5 0.0 -0.254
C 0.866 1.008 2.467 0.3 0.0 0.1 -0.437
H 1.963 2.082 3.985 0.1 0.0 0.0 0.209
H 1.128 -4.823 7.026 0.0 0.0 0.1 0.249
C 0.379 -3.051 4.257 -0.6 -0.8 0.3 0.172
H -0.604 6.397 -4.502 0.0 0.1 0.0 0.197
O -1.636 1.800 -5.534 -0.1 0.1 0.1 -0.922
C 1.737 4.377 -5.654 -0.1 0.3 0.1 -0.416
H 1.212 0.366 0.426 0.1 -0.1 0.2 0.257
H 1.514 5.703 -7.308 0.0 0.1 0.0 0.218
H -0.048 0.789 3.023 -0.1 0.0 0.0 0.215
H 4.022 -0.636 3.842 0.0 0.0 0.0 0.211
O -1.879 -1.834 0.454 0.0 0.4 -0.4 -0.544
H 1.373 -1.216 3.723 0.1 0.1 -0.1 0.458
```
Forces are in eV/Å.

***

This record from the Open Molecules 2025 dataset describes a 4-piece molecular cluster, CH10O3S2 overall in a non-equilibrium geometry. The level of theory is ωB97M-V/def2-TZVPD.

Results
ΔE to the lowest compared entry with this formula, charge and spin	65.3	kcal/mol
LUMO	-1.0353	eV
orbital gap	7.763	eV
SMILES	CSS.O.O.O
charge	0

Geometry as XYZ:
```
16
Properties=species:S:1:pos:R:3:forces:R:3:nbo_charge:R:1
H -2.901 -1.071 0.258 -0.1 0.4 0.2 0.474
O -3.474 -1.300 1.009 0.4 -0.5 -0.9 -0.946
O -1.651 -2.350 -1.263 0.6 0.1 -0.6 -0.951
H 4.556 -1.057 -1.189 -0.8 -0.1 -0.2 0.133
H -0.844 -1.982 -0.881 -0.1 0.0 0.2 0.474
H 4.043 1.394 2.319 -1.6 1.0 -1.0 0.264
S 3.116 0.317 0.517 -1.7 -2.7 2.7 -0.076
H -3.551 -2.245 0.795 -0.3 0.2 0.5 0.470
H -3.264 2.017 -0.295 0.0 0.0 -0.1 0.468
H -1.375 -2.503 -2.186 -0.4 0.0 0.5 0.478
O -3.609 1.680 -1.130 0.2 0.2 0.1 -0.941
H 2.555 2.509 1.681 -1.0 -0.9 0.6 0.240
H -4.186 0.963 -0.864 -0.2 -0.2 0.1 0.473
H 4.014 2.652 0.938 -0.4 -1.6 1.0 0.227
C 3.376 1.837 1.492 4.0 2.7 -2.2 -0.736
S 3.196 -0.864 -1.201 1.4 1.5 -0.8 -0.052
```
Forces are in eV/Å.

***

Taking the records one at a time from the top gives E values of -1357.4508 -956.2377 -395.4277 -5983.1265 -231.0601 -459.0687 -2312.6276 -1066.0858 a.u..